Formula: C5H8N5O
Source: OMol25
Level of theory: wB97M-V/def2-TZVPD

The highest occupied orbital energy is -12.516 eV. Its frontier orbital gap is 8.8 eV. Its SMILES is NC(=O)/[NH+]=C\Nc1c[nH]cn1. The total charge is +1. Its energy above the lowest of the compared OMol25 structures with the same formula, charge and spin is 1.291 eV.

Structure (XYZ):
```
19
Properties=species:S:1:pos:R:3:forces:R:3:mulliken_charge:R:1
N 0.650698 2.017757 -2.275239 5.55 -1.78 1.29 -0.339
C 0.496956 1.595663 -1.015708 0.55 0.99 -1.38 0.498
O -0.484516 1.726948 -0.376802 -1.67 -0.16 1.35 -0.524
N 1.661532 0.991891 -0.464253 4.31 -0.21 1.40 -0.196
C 1.771119 0.007600 0.435333 0.78 -0.10 0.44 0.226
N 0.942133 -0.773849 1.058860 0.23 -0.13 0.59 -0.055
C -0.460100 -1.063896 1.234463 -1.45 0.87 -0.87 0.350
C -1.670860 -0.404202 0.942557 0.35 -1.83 1.02 -0.549
N -2.632388 -1.322795 1.455817 2.06 0.07 0.27 -0.042
C -1.949846 -2.390379 2.022947 0.10 1.01 -1.18 -0.328
N -0.676760 -2.255503 1.836941 1.14 -0.03 0.41 -0.593
H -0.039612 2.355600 -2.802270 -3.49 1.72 -2.01 0.188
H 1.589864 1.988781 -2.715778 -1.25 -0.14 0.45 0.212
H 2.689831 1.389781 -0.397487 -3.16 0.00 -1.49 0.330
H 2.860429 -0.182421 0.720700 -1.72 0.20 -0.34 0.259
H 1.506501 -1.330648 1.708601 -0.83 -0.32 -0.18 0.305
H -1.879228 0.548008 0.451937 -0.18 -0.73 0.47 0.609
H -3.597118 -1.156433 1.646784 -0.51 0.35 -0.31 0.233
H -2.310159 -3.303204 2.461212 -0.81 0.24 0.08 0.414
```
Forces are in eV/Å.